No. 1
Below is a structure of composition C6H8N2, with properties calculated with ωB97M-V with the def2-TZVPD basis set.

CARTESIAN COORDINATES (ANGSTROEM)
C -1.54 -0.43 0.64
C 0.83 -0.26 0.87
C 1.76 -0.55 -0.33
C 0.21 -0.37 -1.02
C -0.23 1.05 -0.74
C 0.41 1.15 0.48
H -2.34 -0.28 -1.03
H -1.55 -0.23 1.69
H 1.13 0.08 2.02
H 2.02 -1.61 -0.36
H 2.81 0.01 -0.57
H -0.44 -1.00 -1.87
H -0.94 1.87 -1.24
H 0.69 1.81 1.31
N -2.66 -0.22 -0.09
N -0.17 -1.02 0.24

## Properties
Total energy, eV: -9324.84997
Highest occupied orbital energy, eV: -8.93
Energy above the lowest of the compared OMol25 structures with the same formula, charge and spin, kJ/mol: 661.7
Orbital gap, eV: 9.7682
Multiplicity: 1
Charge: 0



No. 2
Below is a cluster of 4 separate species, C23H56BFO8PS2 in total, with properties calculated with ωB97M-V with the def2-TZVPD basis set.

CARTESIAN COORDINATES (ANGSTROEM)
C -2.86 -1.59 3.73
B -2.67 -1.86 2.13
C -1.13 -1.66 1.65
C -0.09 -2.35 2.54
C 1.30 -2.50 1.90
S 2.23 -1.00 1.76
O 1.66 -0.15 0.76
O 3.62 -1.31 1.66
O 2.03 -0.31 3.18
C -3.75 -0.90 1.31
P -3.49 -0.41 -0.39
O -4.68 0.25 -0.96
O -2.99 -1.63 -1.28
O -2.18 0.54 -0.45
S -3.27 -3.66 1.81
O -4.55 -3.92 2.43
O -3.09 -4.09 0.45
F -2.24 -4.59 2.65
H -2.70 -0.53 3.95
H -2.23 -2.20 4.37
H -3.90 -1.80 4.00
H -0.94 -0.58 1.67
H -0.96 -2.00 0.62
H 0.04 -1.80 3.47
H -0.41 -3.35 2.81
H 1.93 -3.21 2.43
H 1.22 -2.82 0.86
H 1.14 0.07 3.19
H -3.79 0.03 1.88
H -4.75 -1.33 1.32
H -2.04 -1.60 -1.41
H -2.17 1.12 0.31
C -2.88 7.78 -1.25
C -2.04 6.92 -0.31
C -1.97 5.45 -0.73
C -3.32 4.72 -0.76
C -4.09 4.73 0.56
C -3.34 4.05 1.70
H -3.92 7.45 -1.27
H -2.88 8.82 -0.93
H -2.49 7.74 -2.26
H -2.44 7.00 0.71
H -1.03 7.32 -0.27
H -1.29 4.92 -0.06
H -1.52 5.39 -1.72
H -3.14 3.68 -1.05
H -3.95 5.15 -1.54
H -5.04 4.23 0.41
H -4.33 5.76 0.85
H -3.11 3.01 1.43
H -3.94 4.03 2.61
H -2.40 4.55 1.94
C 4.04 2.94 0.60
C 5.13 1.94 0.23
C 6.13 1.69 1.35
C 6.93 2.91 1.79
C 7.73 3.60 0.68
C 8.78 2.70 0.05
H 4.45 3.93 0.83
H 3.33 3.06 -0.21
H 3.49 2.60 1.48
H 5.64 2.28 -0.67
H 4.65 0.99 -0.03
H 6.82 0.89 1.04
H 5.60 1.29 2.22
H 7.63 2.61 2.58
H 6.26 3.64 2.25
H 8.21 4.48 1.09
H 7.05 3.96 -0.10
H 9.49 2.35 0.80
H 9.35 3.24 -0.72
H 8.34 1.82 -0.43
C -2.17 -6.65 -5.39
C -2.56 -5.83 -4.17
C -1.57 -4.71 -3.84
C -0.16 -5.19 -3.50
C -0.08 -6.16 -2.33
C -0.61 -5.57 -1.03
H -1.22 -7.16 -5.24
H -2.92 -7.41 -5.61
H -2.08 -6.02 -6.28
H -2.68 -6.48 -3.31
H -3.54 -5.38 -4.34
H -1.97 -4.12 -3.01
H -1.51 -4.03 -4.70
H 0.45 -4.31 -3.27
H 0.30 -5.64 -4.39
H 0.96 -6.47 -2.20
H -0.63 -7.08 -2.57
H -0.06 -4.67 -0.76
H -0.51 -6.28 -0.20
H -1.66 -5.30 -1.10

## Properties
Total energy, eV: -75499.78873
Highest occupied orbital energy, eV: -6.97
Orbital gap, eV: 9.2062
Multiplicity: 1
Charge: -1



No. 3
Below is an isolated molecule of C2H6N4O2, with properties calculated with ωB97M-V with the def2-TZVPD basis set.

CARTESIAN COORDINATES (ANGSTROEM)
C -0.46 0.22 0.02
C 1.01 1.22 1.79
H 1.77 1.06 -1.00
H 2.08 -0.49 -0.31
H -0.08 -1.17 -1.23
H 0.94 1.91 2.75
H -2.50 -0.64 -1.51
H -2.86 -1.68 -0.33
N 1.63 -0.19 -1.19
N 0.26 -0.17 -0.99
N -1.59 -0.30 0.38
N -1.94 -1.30 -0.71
O 0.14 1.35 0.68
O 1.60 0.18 1.65

## Properties
Total energy, eV: -12221.58091
Highest occupied orbital energy, eV: -8.73
Energy above the lowest of the compared OMol25 structures with the same formula, charge and spin, kJ/mol: 489.3
Orbital gap, eV: 9.2063
SMILES: N/N=C(\NN)OC=O
Multiplicity: 1
Charge: 0



What are the LUMO values for these records? In order: 0.8 2.2 0.5 eV.